[1]
Density functional theory data (ωB97M-V with the def2-TZVPD basis set) for a structure of composition C36H41CdN12S2.

```
92
Properties=species:S:1:pos:R:3:mulliken_charge:R:1
Cd -1.196 -0.055 -1.342 1.19
C -1.167 1.907 3.935 -1.11
N -1.113 0.660 3.198 0.30
C -2.365 0.277 2.582 -1.09
C 0.067 0.087 2.802 -0.20
N 0.205 -0.475 1.650 0.66
C 1.032 -1.586 1.514 -0.23
C 0.836 -2.604 2.437 -0.29
C 1.579 -3.788 2.424 -1.38
C 2.545 -3.956 1.478 -0.94
C 2.776 -2.964 0.494 1.74
C 3.801 -3.199 -0.447 -1.01
C 4.080 -2.267 -1.403 -1.29
C 3.339 -1.089 -1.453 -0.38
C 2.298 -0.805 -0.575 -0.76
N 1.558 0.333 -0.853 2.10
C 2.121 1.442 -1.201 -1.16
N 1.605 2.257 -2.162 0.56
C 0.811 1.728 -3.257 -1.07
C 1.526 3.695 -2.003 -1.07
N 3.278 1.950 -0.604 0.44
C 3.694 1.456 0.685 -0.75
C 4.349 2.469 -1.428 -1.29
C 2.002 -1.756 0.467 0.07
N 1.076 0.208 3.768 0.46
C 0.794 -0.177 5.136 -1.25
C 2.469 0.062 3.409 -1.38
H -1.513 2.710 3.278 0.35
H -0.184 2.161 4.320 0.35
H -1.868 1.823 4.772 0.29
H -3.090 0.026 3.367 0.46
H -2.203 -0.588 1.950 0.07
H -2.775 1.079 1.968 0.34
H 0.054 -2.479 3.176 0.59
H 1.393 -4.552 3.170 0.37
H 3.149 -4.855 1.449 0.39
H 4.344 -4.134 -0.397 0.40
H 4.858 -2.442 -2.136 0.34
H 3.531 -0.383 -2.252 0.53
H 0.825 0.640 -3.238 0.09
H 1.244 2.069 -4.203 0.43
H -0.224 2.071 -3.205 0.24
H 1.860 4.195 -2.918 0.30
H 2.142 4.020 -1.169 0.38
H 0.491 3.991 -1.806 0.21
H 2.807 1.243 1.277 0.10
H 4.272 2.234 1.190 0.48
H 4.306 0.548 0.627 0.30
H 3.988 2.646 -2.437 0.41
H 5.182 1.756 -1.477 0.34
H 4.730 3.410 -1.018 0.33
H -0.277 -0.167 5.316 0.40
H 1.277 0.517 5.831 0.32
H 1.171 -1.188 5.344 0.32
H 2.617 0.367 2.378 0.36
H 2.833 -0.966 3.511 0.33
H 3.065 0.710 4.059 0.32
N -5.749 -1.652 -0.514 -0.07
C -6.273 -0.425 -0.846 -0.83
C -5.196 0.391 -1.041 -0.50
N -4.041 -0.300 -0.835 0.29
C -4.388 -1.527 -0.535 -0.11
C -3.430 -2.584 -0.304 -0.01
N -2.137 -2.425 -0.460 0.31
C -1.558 -3.636 -0.232 -0.52
C -2.518 -4.554 0.080 -1.03
N -3.714 -3.874 0.033 -0.11
H -6.289 -2.476 -0.329 0.16
H -7.332 -0.257 -0.925 0.41
H -5.187 1.430 -1.324 0.42
H -0.498 -3.784 -0.337 0.49
H -2.455 -5.598 0.330 0.43
H -4.613 -4.280 0.209 0.17
S -0.050 -1.752 -3.013 -0.61
C -1.174 -1.256 -4.230 0.40
S -2.325 -0.039 -3.872 -0.50
C -1.119 -1.846 -5.498 0.08
C -1.967 -1.476 -6.569 0.00
N -2.624 -1.216 -7.484 -0.64
C -0.185 -2.863 -5.818 0.11
N 0.549 -3.698 -6.133 -0.65
C -1.528 4.680 0.389 -0.90
C -0.599 3.798 0.926 -0.55
C -0.493 2.504 0.425 1.48
C -1.315 2.025 -0.602 -0.89
C -2.232 2.942 -1.126 0.00
C -2.341 4.245 -0.649 -0.58
H -1.608 5.695 0.762 0.33
H 0.056 4.124 1.730 0.51
H 0.257 1.846 0.853 0.05
H -2.870 2.636 -1.953 0.48
H -3.057 4.932 -1.088 0.36
```

Results
Energy above the lowest of the compared OMol25 structures with the same formula, charge and spin in kJ/mol: 34.1
E_tot in eV: -82115.1686
Charge: -1
E_LUMO in eV: 1.918



[2]
Density functional theory data (ωB97M-V with the def2-TZVPD basis set) for a structure of composition C36H41Cl5N3O4P2V in a non-equilibrium geometry.

```
92
Properties=species:S:1:pos:R:3:lowdin_spin:R:1
V 1.119 0.162 -0.585 0.94
C 0.893 -0.139 4.589 0.00
C 0.499 -1.503 3.994 0.00
C 1.753 -2.398 3.882 0.00
P -0.495 -1.141 2.430 0.00
C -2.206 -1.518 3.079 0.00
C -2.639 -0.518 4.149 0.00
C -3.220 -1.540 1.935 0.00
C -0.294 -2.609 1.348 0.00
C -0.126 -3.891 1.879 0.00
C -0.005 -5.011 1.075 0.00
C -0.067 -4.849 -0.307 0.00
C -0.270 -3.597 -0.853 0.00
C -0.398 -2.447 -0.051 0.00
N -0.572 -1.164 -0.625 0.01
C -1.485 -1.079 -1.681 0.00
C -2.548 -1.996 -1.849 0.00
C -3.424 -1.910 -2.914 0.00
C -3.302 -0.897 -3.858 0.00
C -2.312 0.056 -3.670 0.00
C -1.415 -0.006 -2.604 0.00
P -0.248 1.284 -2.083 0.00
C -1.468 2.565 -1.444 -0.01
C -2.341 3.287 -2.472 0.00
C -2.371 1.883 -0.409 0.00
C 0.623 2.110 -3.498 0.00
C 1.095 3.504 -3.056 0.00
C -0.038 2.161 -4.875 0.00
H 1.412 -0.265 5.547 0.00
H 0.029 0.508 4.757 0.00
H 1.567 0.388 3.905 0.00
H -0.204 -1.977 4.684 0.00
H 1.739 -3.175 4.652 0.00
H 1.858 -2.894 2.919 0.00
H 2.660 -1.806 4.033 0.00
H -2.157 -2.518 3.525 0.00
H -2.774 0.480 3.715 0.00
H -1.921 -0.437 4.968 0.00
H -3.598 -0.821 4.583 0.00
H -3.258 -0.572 1.423 0.00
H -4.222 -1.760 2.320 0.00
H -2.970 -2.297 1.191 0.00
H -0.091 -4.014 2.958 0.00
H 0.142 -5.990 1.514 0.00
H 0.050 -5.705 -0.963 0.00
H -0.329 -3.485 -1.930 0.00
H -2.673 -2.795 -1.130 0.00
H -4.219 -2.645 -3.005 0.00
H -3.970 -0.841 -4.709 0.00
H -2.228 0.864 -4.384 0.00
H -0.842 3.301 -0.929 0.00
H -2.893 2.572 -3.086 0.00
H -1.767 3.938 -3.131 0.00
H -3.084 3.910 -1.959 0.00
H -3.112 1.252 -0.909 0.00
H -2.911 2.633 0.178 0.00
H -1.807 1.238 0.270 0.00
H 1.509 1.480 -3.583 0.00
H 0.318 4.254 -3.219 0.00
H 1.978 3.802 -3.626 0.00
H 1.368 3.540 -1.999 0.00
H -0.990 2.698 -4.860 0.00
H -0.213 1.158 -5.271 0.00
H 0.623 2.683 -5.578 0.00
C -0.792 2.609 2.493 0.00
C 0.517 2.863 1.830 0.00
N 1.083 2.160 0.863 0.00
C 2.275 2.804 0.584 0.00
C 2.421 3.895 1.380 0.00
N 1.303 3.915 2.160 0.00
C 3.441 4.970 1.554 0.00
O 4.491 4.916 0.782 0.00
O 3.246 5.826 2.393 0.00
C 3.181 2.287 -0.482 0.01
O 4.224 2.915 -0.732 0.01
O 2.788 1.232 -1.052 0.01
H -1.068 1.569 2.344 0.00
H -1.571 3.245 2.068 0.00
H -0.726 2.811 3.564 0.00
H 1.145 4.619 2.862 0.00
H 4.434 4.110 0.144 0.00
Cl 1.342 -1.601 -4.095 0.00
C 2.127 -2.176 -2.643 0.00
C 2.070 -1.415 -1.475 -0.01
C 2.787 -1.962 -0.431 0.01
Cl 2.773 -0.951 1.023 0.00
C 3.438 -3.188 -0.421 0.00
Cl 4.244 -3.759 1.000 0.00
C 3.409 -3.936 -1.587 0.01
Cl 4.156 -5.495 -1.639 0.00
C 2.766 -3.416 -2.711 0.00
Cl 2.739 -4.346 -4.175 0.00
```

Results
Energy above the lowest of the compared OMol25 structures with the same formula, charge and spin in kJ/mol: 0.0
E_tot in eV: -157540.8392
<S²>: 0.760
Charge: -1
Multiplicity: 2
E_LUMO (spin up / spin down) in eV: 2.341 / 2.341



[3]
Density functional theory data (ωB97M-V with the def2-TZVPD basis set) for a structure of composition C36H41ClFN5O4PbSiTe in a non-equilibrium geometry.

```
91
Properties=species:S:1:pos:R:3:nbo_charge:R:1
Pb 0.029 -0.866 0.017 1.42
O -3.024 0.209 5.221 -0.67
C -2.286 1.262 4.946 0.78
O -2.042 2.125 5.753 -0.60
C -1.731 1.354 3.553 -0.28
C -1.059 2.458 3.055 0.18
Cl -0.700 3.948 3.776 0.12
N -0.644 2.177 1.799 -0.21
N -1.008 0.921 1.457 -0.34
C -1.663 0.422 2.499 0.06
C -2.253 -0.972 2.406 0.78
O -3.006 -1.323 3.327 -0.67
O -1.930 -1.651 1.399 -0.78
C 0.060 3.086 0.935 0.18
C -0.570 4.257 0.546 -0.21
C 0.123 5.175 -0.225 -0.20
C 1.434 4.920 -0.607 -0.21
C 2.049 3.740 -0.223 -0.13
C 1.363 2.818 0.556 -0.25
H -3.068 -0.429 4.437 0.49
H -1.591 4.448 0.850 0.23
H -0.365 6.091 -0.528 0.22
H 1.969 5.633 -1.219 0.22
H 3.063 3.526 -0.533 0.21
H 1.830 1.889 0.842 0.23
C 3.213 -1.162 -3.554 -1.13
Si 2.927 -0.537 -1.804 1.82
C 2.965 -2.104 -0.745 -1.14
C 4.393 0.493 -1.207 -1.14
N 1.416 0.281 -1.616 -1.31
C 1.077 1.376 -2.370 0.09
C 1.931 2.087 -3.241 -0.23
C 1.504 3.167 -3.997 -0.22
C 0.193 3.622 -3.921 -0.26
C -0.675 2.973 -3.053 -0.27
C -0.218 1.908 -2.318 0.37
F -1.112 1.309 -1.457 -0.38
H 4.039 -1.878 -3.579 0.24
H 3.441 -0.369 -4.265 0.24
H 2.317 -1.675 -3.913 0.24
H 3.986 -2.493 -0.780 0.25
H 2.313 -2.886 -1.146 0.24
H 2.726 -1.973 0.316 0.23
H 5.194 -0.153 -0.839 0.24
H 4.085 1.151 -0.389 0.22
H 4.815 1.129 -1.988 0.24
H 2.966 1.782 -3.312 0.20
H 2.204 3.657 -4.662 0.21
H -0.147 4.456 -4.518 0.22
H -1.704 3.287 -2.927 0.23
C 3.980 -1.839 3.558 -0.62
C 2.611 -1.447 4.113 0.09
C 2.728 -0.180 4.963 -0.64
C 2.040 -2.586 4.951 -0.61
N 1.677 -1.292 2.979 -0.47
N 1.885 -0.170 2.132 -0.70
H 4.632 -2.175 4.365 0.22
H 4.475 -0.997 3.068 0.20
H 3.873 -2.649 2.836 0.22
H 3.425 -0.345 5.787 0.22
H 1.761 0.101 5.386 0.22
H 3.114 0.662 4.384 0.20
H 2.751 -2.893 5.718 0.22
H 1.818 -3.444 4.315 0.22
H 1.116 -2.280 5.448 0.21
H 0.724 -1.240 3.325 0.36
H 2.786 -0.282 1.676 0.37
H 1.906 0.710 2.648 0.35
Te -1.714 -0.967 -2.554 0.62
C -2.180 -3.008 -2.866 -0.30
C -2.078 -3.517 -4.156 -0.17
C -2.375 -4.852 -4.396 -0.23
C -2.775 -5.672 -3.350 -0.21
C -2.868 -5.163 -2.062 -0.19
C -2.564 -3.833 -1.814 -0.24
C -3.661 -0.381 -1.966 -0.28
C -4.393 0.426 -2.831 -0.17
C -5.681 0.811 -2.486 -0.23
C -6.236 0.387 -1.286 -0.20
C -5.499 -0.412 -0.424 -0.19
C -4.207 -0.797 -0.758 -0.24
H -1.774 -2.873 -4.971 0.21
H -2.301 -5.248 -5.400 0.22
H -3.011 -6.711 -3.539 0.22
H -3.175 -5.804 -1.246 0.22
H -2.627 -3.443 -0.804 0.23
H -3.960 0.754 -3.767 0.21
H -6.253 1.438 -3.158 0.22
H -7.244 0.680 -1.024 0.22
H -5.923 -0.737 0.518 0.22
H -3.630 -1.398 -0.068 0.25
```

Results
E_tot in eV: -89298.3091
E_LUMO in eV: 0.131



[4]
Density functional theory data (ωB97M-V with the def2-TZVPD basis set) for a structure of composition C36H42CeN3O2Si in a non-equilibrium geometry.

```
85
Properties=species:S:1:pos:R:3:lowdin_spin:R:1
Ce -0.169 -0.001 -0.154 1.01
O 1.831 -0.807 -0.958 0.00
C 2.439 -1.919 -1.119 0.00
C 3.237 -2.141 -2.271 0.00
C 3.969 -3.289 -2.459 0.00
C 3.962 -4.291 -1.490 0.00
C 3.188 -4.134 -0.364 0.00
C 2.397 -2.989 -0.147 0.00
C 1.586 -2.940 1.016 0.00
N 0.723 -2.016 1.333 0.00
C 0.002 -2.201 2.564 0.00
C -0.310 -0.849 3.224 0.00
N -1.046 0.017 2.344 0.00
C -2.115 0.564 2.841 0.00
C -2.947 1.549 2.253 0.00
C -3.940 2.140 3.057 0.00
C -4.731 3.167 2.607 0.00
C -4.567 3.633 1.301 0.00
C -3.643 3.058 0.468 0.00
C -2.792 1.994 0.888 0.00
O -1.942 1.486 0.093 0.00
H 3.244 -1.354 -3.014 0.00
H 4.557 -3.416 -3.362 0.00
H 4.554 -5.190 -1.631 0.00
H 3.168 -4.917 0.388 0.00
H 1.703 -3.803 1.700 0.00
H 0.573 -2.826 3.279 0.00
H -0.955 -2.713 2.367 0.00
H 0.645 -0.362 3.476 0.00
H -0.856 -1.037 4.172 0.00
H -2.402 0.284 3.874 0.00
H -4.062 1.777 4.075 0.00
H -5.478 3.613 3.259 0.00
H -5.179 4.459 0.948 0.00
H -3.531 3.401 -0.551 0.00
C 0.612 4.256 0.575 0.00
Si 1.395 2.499 0.132 0.00
C 2.952 2.643 1.363 0.00
C 2.370 2.951 -1.510 0.00
C 3.284 2.018 -2.000 0.00
C 3.944 2.202 -3.199 0.00
C 3.700 3.332 -3.965 0.00
C 2.785 4.265 -3.510 0.00
C 2.134 4.072 -2.303 0.00
H 1.328 5.080 0.599 0.00
H 0.141 4.205 1.556 0.00
H -0.178 4.514 -0.127 0.00
H 3.480 3.591 1.268 0.00
H 3.672 1.848 1.177 0.00
H 2.635 2.551 2.401 0.00
H 3.456 1.115 -1.432 0.00
H 4.643 1.454 -3.553 0.00
H 4.205 3.473 -4.915 0.00
H 2.575 5.148 -4.107 0.00
H 1.414 4.809 -1.974 0.00
C -3.513 1.187 -4.616 0.00
C -2.958 1.148 -3.179 0.00
C -1.437 1.265 -3.282 0.00
C -3.537 -0.054 -2.437 0.00
C -4.905 -0.048 -2.290 0.00
C -5.616 -1.118 -1.761 0.00
C -4.897 -2.250 -1.409 0.00
C -3.522 -2.312 -1.480 0.00
C -2.922 -3.667 -1.117 0.00
C -3.263 -4.699 -2.205 0.00
C -1.418 -3.712 -0.868 0.00
C -2.740 -1.142 -1.872 0.00
N -1.455 -1.077 -1.754 -0.01
H -3.250 2.129 -5.104 0.00
H -4.596 1.092 -4.623 0.00
H -3.095 0.370 -5.202 0.00
H -3.325 2.049 -2.666 0.00
H -1.007 0.346 -3.677 0.00
H -0.989 1.472 -2.300 0.00
H -1.183 2.085 -3.957 0.00
H -5.460 0.828 -2.618 0.00
H -6.694 -1.076 -1.652 0.00
H -5.441 -3.124 -1.054 0.00
H -3.418 -4.001 -0.190 0.00
H -2.770 -4.430 -3.135 0.00
H -4.336 -4.727 -2.381 0.00
H -2.931 -5.696 -1.907 0.00
H -0.871 -3.526 -1.790 0.00
H -1.130 -4.697 -0.487 0.00
H -1.129 -2.950 -0.141 0.00
```

Results
E_tot in eV: -67387.0827
<S²>: 0.751
Charge: -2
Multiplicity: 2
E_LUMO (spin up / spin down) in eV: 4.332 / 4.332



[5]
Density functional theory data (ωB97M-V with the def2-TZVPD basis set) for a structure of composition C36H42ClN5OPSTeZr in a non-equilibrium geometry.

```
89
Properties=species:S:1:pos:R:3:mulliken_charge:R:1
Zr -0.314 0.196 1.246 0.42
Cl 2.520 -2.605 1.341 -0.11
C 1.802 -3.725 0.229 0.62
C 2.042 -5.062 0.525 -0.77
C 1.535 -6.071 -0.228 -0.49
C 0.757 -5.727 -1.348 -0.98
C 0.577 -4.384 -1.630 -0.16
C 1.033 -3.307 -0.854 0.17
P 0.933 -1.565 -1.086 1.30
C -0.064 -1.356 -2.628 0.57
C 0.367 -0.797 -3.850 -0.25
C -0.466 -0.684 -4.938 -0.76
C -1.818 -1.076 -4.821 -0.62
C -2.338 -1.516 -3.575 -0.95
C -1.431 -1.675 -2.540 -0.19
C 2.553 -1.152 -1.877 -0.12
C 2.943 0.169 -1.829 0.11
C 4.060 0.594 -2.561 -1.02
C 4.817 -0.286 -3.273 -0.46
C 4.471 -1.604 -3.255 -0.72
C 3.357 -2.003 -2.597 0.17
H 2.517 -5.260 1.466 0.45
H 1.571 -7.084 0.110 0.39
H 0.248 -6.525 -1.859 0.41
H 0.026 -4.177 -2.528 0.38
H 1.376 -0.392 -3.976 0.28
H -0.172 -0.302 -5.919 0.39
H -2.513 -1.042 -5.637 0.43
H -3.348 -1.926 -3.506 0.49
H -1.864 -1.989 -1.585 0.11
H 2.405 0.807 -1.149 -0.06
H 4.364 1.619 -2.495 0.49
H 5.687 0.073 -3.855 0.38
H 5.174 -2.318 -3.784 0.33
H 3.010 -3.121 -2.606 0.15
C -1.181 -0.477 4.758 -0.92
C 0.275 -0.630 4.423 0.78
C 1.048 -1.250 5.429 -1.27
C 2.411 -1.008 5.413 -0.90
C 2.983 -0.318 4.375 1.32
C 4.379 -0.026 4.412 -0.89
C 5.010 0.643 3.378 -0.80
C 4.193 1.177 2.343 -0.56
C 2.860 0.897 2.293 1.38
S 1.764 1.783 1.240 -0.75
C 2.198 0.121 3.320 -0.90
N 0.852 -0.105 3.320 0.77
H -1.813 -0.579 3.913 -0.03
H -1.437 0.513 5.058 0.27
H -1.460 -1.202 5.525 0.43
H 0.670 -1.936 6.142 0.44
H 2.990 -1.327 6.263 0.40
H 4.897 -0.458 5.301 0.29
H 6.079 0.732 3.331 0.42
H 4.683 1.697 1.541 0.48
C -4.736 1.639 0.165 -0.88
N -3.850 1.485 1.317 0.37
C -4.250 0.427 2.292 -0.97
C -2.767 2.264 1.619 0.40
N -1.718 1.705 2.169 -0.48
N -2.743 3.566 1.196 0.22
C -1.526 4.308 0.836 -0.85
C -3.977 4.371 1.287 -1.18
H -4.741 0.625 -0.371 0.33
H -4.124 2.306 -0.507 0.09
H -5.716 1.992 0.442 0.41
H -5.350 0.400 2.231 0.36
H -3.856 0.701 3.201 0.42
H -3.773 -0.518 2.047 0.00
H -1.013 2.391 2.578 0.21
H -0.743 3.532 0.834 0.08
H -1.334 5.079 1.580 0.38
H -1.647 4.868 -0.131 0.31
H -4.792 3.859 1.767 0.37
H -4.378 4.620 0.317 0.38
H -3.718 5.364 1.775 0.33
Te -1.519 -2.098 1.427 -0.67
C -2.537 1.518 -2.839 -1.19
N -1.183 2.044 -2.606 0.58
C -0.441 2.640 -3.652 -1.05
C -0.549 1.857 -1.443 -0.48
O -1.094 1.193 -0.516 0.67
H -2.694 1.341 -3.916 0.49
H -3.248 2.283 -2.471 0.42
H -2.734 0.624 -2.271 0.22
H -0.110 1.855 -4.312 0.27
H 0.344 3.325 -3.290 0.33
H -1.144 3.167 -4.259 0.49
H 0.440 2.291 -1.401 0.27
```

Results
Energy above the lowest of the compared OMol25 structures with the same formula, charge and spin in kJ/mol: 127.1
E_tot in eV: -88728.9283
Charge: +1
E_LUMO in eV: -2.552